Record 1
{"formula": "C4H6ClNOS", "method": "ωB97M-V/def2-TZVPD", "symbols": ["C", "C", "C", "C", "H", "H", "H", "H", "H", "H", "N", "O", "S", "Cl"], "coordinates": [[1.51755, -1.38079, 0.04407], [1.19549, -2.58742, 0.64294], [-0.30282, 0.06123, 0.57863], [-0.89116, 1.41901, 0.37367], [1.31964, 0.78376, -1.34938], [2.30822, -1.53685, -0.93525], [1.96174, -3.33606, 0.42762], [0.26356, -2.43180, 1.77668], [-1.86627, 1.35803, 0.62114], [-0.51165, 2.22498, 1.21723], [0.94414, -0.16983, 0.05646], [1.76676, 0.72378, -0.57942], [-1.39195, -1.07850, 1.04307], [-0.65067, 1.79532, -1.41429]], "nbo_charge": [-0.07, -0.43, 0.04, -0.39, 0.47, 0.21, 0.22, 0.23, 0.24, 0.25, -0.16, -0.49, -0.04, -0.08], "e_lumo_ev": -0.28, "homo_ev": -8.400, "molar_mass_g_mol": 151.62}

Record 2
{"formula": "C37H42BF6IN4O15", "method": "ωB97M-V/def2-TZVPD", "symbols": ["C", "C", "C", "C", "C", "O", "C", "F", "F", "C", "F", "F", "C", "F", "F", "C", "O", "O", "C", "B", "N", "O", "C", "O", "C", "C", "N", "C", "C", "C", "O", "C", "C", "C", "O", "C", "C", "C", "C", "N", "C", "O", "C", "I", "C", "N", "C", "C", "C", "C", "C", "O", "H", "H", "H", "H", "H", "H", "H", "H", "H", "H", "H", "H", "H", "H", "H", "H", "H", "H", "H", "H", "H", "H", "H", "H", "H", "H", "H", "H", "H", "H", "C", "O", "C", "O", "O", "C", "H", "H", "H", "H", "H", "H", "C", "O", "C", "O", "O", "C", "H", "H", "H", "H", "H", "H"], "coordinates": [[4.05339, -1.77421, 0.08949], [2.82714, -1.59192, -0.40436], [2.35661, -0.24490, -0.86892], [2.71255, 0.36950, -2.06713], [3.64678, -0.33960, -3.04241], [4.82998, -0.10594, -2.97425], [3.17090, -1.31710, -4.17193], [4.09527, -1.45488, -5.12483], [2.08821, -0.76151, -4.78396], [2.71090, -2.73009, -3.72350], [2.17521, -3.31544, -4.81955], [1.69492, -2.65107, -2.84136], [3.85806, -3.67457, -3.25103], [4.90895, -3.00909, -2.73015], [4.33012, -4.38046, -4.30149], [3.38796, -4.72854, -2.19168], [2.37965, -5.36865, -2.34256], [4.20703, -4.87717, -1.10798], [2.25411, 1.64518, -2.38647], [2.67625, 2.40043, -3.72877], [3.18525, 3.78718, -3.72438], [2.55936, 1.79489, -4.98240], [1.40119, 2.32816, -1.51907], [0.90917, 3.57625, -1.77244], [1.74267, 4.63247, -1.23856], [1.43472, 5.92231, -2.06307], [1.35895, 7.13832, -1.26712], [0.25575, 7.14013, -0.29566], [-1.12957, 6.87354, -0.90265], [-1.42446, 7.84151, -2.06628], [-2.11052, 7.03858, 0.13126], [1.01923, 1.70471, -0.33621], [1.48968, 0.43780, -0.02432], [0.99334, -0.16159, 1.29717], [1.69883, -0.75162, 2.07618], [-0.48576, 0.10500, 1.56232], [-0.95095, 1.36949, 1.23693], [-2.26213, 1.73577, 1.40463], [-3.13294, 0.78647, 1.91581], [-4.51245, 1.18973, 2.05310], [-4.83841, 1.39628, 3.22531], [-5.23841, 1.20660, 4.30185], [-2.68046, -0.47747, 2.22953], [-4.13786, -1.86186, 2.94563], [-1.34194, -0.86454, 2.07092], [-0.88874, -2.15582, 2.37165], [-0.49389, -2.86665, 1.12591], [-1.32468, -4.13384, 0.86514], [-0.73593, -4.83337, -0.40586], [0.44352, -5.74268, 0.01373], [0.05283, 2.34284, 0.64987], [0.07809, 3.50817, 0.96809], [4.22446, -2.48998, 0.89637], [4.91359, -1.23980, -0.31812], [2.13574, -2.43747, -0.49492], [3.72312, -4.60025, -0.31745], [2.40391, 4.32463, -4.11160], [3.89218, 3.86680, -4.45737], [1.62359, 1.59761, -5.12378], [1.60049, 4.79203, -0.16399], [2.80671, 4.39288, -1.37416], [0.53491, 5.72440, -2.65740], [2.26320, 6.03424, -2.77497], [2.21555, 7.26195, -0.73939], [0.43243, 6.44048, 0.54299], [0.20976, 8.14540, 0.15347], [-1.21800, 5.82983, -1.24435], [-2.43711, 8.23728, -1.91997], [-0.68882, 8.65193, -2.06919], [-1.42553, 7.31450, -3.02847], [-2.03737, 6.26313, 0.69904], [-2.57198, 2.74222, 1.13831], [-1.63118, -2.66385, 2.84013], [-0.59200, -2.23065, 0.23422], [0.57055, -3.14826, 1.17931], [-2.34369, -3.82994, 0.58033], [-1.31818, -4.84993, 1.69457], [-1.52330, -5.36991, -0.94595], [-0.31014, -4.03777, -1.03837], [0.22738, -6.25167, 0.96294], [1.33548, -5.11484, 0.16115], [0.71757, -6.49804, -0.72961], [-0.91453, 7.15208, 5.48435], [-1.46554, 5.90852, 5.92001], [-2.52837, 5.50883, 5.22263], [-3.02836, 6.09425, 4.29899], [-2.94123, 4.34404, 5.72567], [-4.08284, 3.79846, 5.06660], [-0.06269, 7.36712, 6.12425], [-0.57108, 7.08059, 4.45325], [-1.64413, 7.95377, 5.58846], [-3.86336, 3.60268, 4.01587], [-4.92908, 4.47888, 5.15770], [-4.33620, 2.86443, 5.55074], [-3.66877, -8.76090, -1.55268], [-3.09525, -8.49849, -0.27123], [-2.72199, -9.59141, 0.39608], [-2.83004, -10.72455, 0.01177], [-2.20722, -9.20560, 1.56506], [-1.76154, -10.28210, 2.39121], [-3.92815, -7.80034, -1.99062], [-2.95025, -9.26013, -2.20105], [-4.57409, -9.35799, -1.45425], [-0.96766, -10.84165, 1.89875], [-2.59077, -10.94034, 2.64594], [-1.36767, -9.84378, 3.30458]], "mulliken_charge": [-1.09, 0.34, 0.33, 0.25, -0.64, -0.54, 0.67, -0.31, -0.34, 0.49, -0.32, -0.21, 1.12, -0.25, -0.30, 0.13, -0.49, -0.50, 0.99, 0.93, -0.72, -0.64, -0.36, -0.64, 0.17, -1.24, -0.38, -0.77, 0.69, -1.27, -0.58, 0.50, 0.94, -0.20, -0.53, 0.19, 0.53, -1.02, 0.20, -0.58, 0.61, -0.40, -0.73, 0.01, 0.52, -0.22, -0.07, -0.85, -0.12, -0.95, -0.42, -0.56, 0.38, 0.19, -0.14, 0.36, 0.21, 0.27, 0.32, 0.53, 0.29, 0.36, 0.25, 0.31, 0.32, 0.39, 0.08, 0.42, 0.28, 0.27, 0.28, 0.71, 0.36, 0.15, 0.16, 0.30, 0.46, 0.37, -0.01, 0.42, 0.00, 0.31, -0.54, -0.34, 0.83, -0.56, -0.37, -0.41, 0.22, 0.21, 0.29, -0.03, 0.34, 0.34, -0.72, -0.24, 0.74, -0.54, -0.26, -0.66, 0.21, 0.33, 0.32, 0.30, 0.30, 0.22], "e_lumo_ev": -1.05, "homo_ev": -8.974, "smiles": "C=Cc1c(C(=O)C(F)(F)C(F)(F)C(F)(F)C(=O)O)c(B(N)O)c(OCCNC[C@H](C)O)c2c1C(=O)c1c(cc(N=C=O)c(I)c1NCCCC)C2=O.COC(=O)OC.COC(=O)OC", "molar_mass_g_mol": 1034.46}

Record 3
{"formula": "C3H7FGdO2", "method": "ωB97M-V/def2-TZVPD", "symbols": ["Gd", "O", "C", "C", "O", "C", "H", "H", "H", "H", "H", "H", "H", "F"], "coordinates": [[-2.28371, -0.92322, 0.12186], [-1.45477, -0.23095, 1.90928], [-0.09471, 0.01174, 2.01800], [0.45605, 0.64247, 0.74534], [-0.02560, -0.13415, -0.35359], [0.47372, 0.26947, -1.62002], [0.47569, -0.92255, 2.20936], [0.14864, 0.69911, 2.85292], [1.55778, 0.64715, 0.73514], [0.09173, 1.67810, 0.62777], [0.07156, -0.41558, -2.38073], [0.16816, 1.30547, -1.83673], [1.57256, 0.21222, -1.61801], [-1.15709, -2.83928, -3.41059]], "lowdin_spin": [7.32, 0.04, 0.01, 0.01, 0.02, 0.01, 0.00, 0.00, 0.00, 0.00, 0.00, 0.00, 0.00, 0.58], "e_lumo_ev": [0.13, -3.89], "homo_ev": [-5.891, -7.665], "molar_mass_g_mol": 251.34, "spin_multiplicity": 9}